--- i ---
Computed, not measured: a structure of composition C4H6NO2, with wB97M-V/def2-TZVPD.

Cartesian coordinates (Å):
C -0.054 0.123 0.128
C 0.306 -1.703 2.432
C -0.297 0.688 -1.723
C -0.615 1.520 -0.469
N 0.391 -0.380 -0.971
O 1.189 -1.303 -1.391
O -1.797 1.936 -0.289
H -0.406 -0.902 2.466
H 0.567 -2.233 1.428
H -1.110 0.268 -2.190
H 0.473 1.077 -2.483
H 0.230 2.180 0.000
H 1.122 -1.271 3.061

Highest occupied orbital energy (spin up / spin down) ... -0.1252 / -0.1493 hartree
LUMO energy (spin up / spin down) ... 3.39 / 3.59 eV
Total charge ... -1

These are the Mulliken partial charges, in e, on atoms 1 to 8: atom 1 (C): -0.618, atom 2 (C): -0.721, atom 3 (C): -0.749, atom 4 (C): 0.623, atom 5 (N): 0.537, atom 6 (O): -0.769, atom 7 (O): -0.748, atom 8 (H): 0.283


--- ii ---
Computed, not measured: a cluster of 2 separate species, C4H6NO2 in total, with wB97M-V/def2-TZVPD.

Cartesian coordinates (Å):
C -0.381 -1.177 1.795
C -1.428 -0.723 2.675
C 0.815 -0.555 1.456
C 0.937 0.674 -1.315
N 1.911 -0.247 1.736
O 2.952 0.349 1.596
O -1.258 0.293 3.404
H -0.703 -2.096 1.154
H -2.248 -1.463 2.944
H 0.067 1.367 -1.398
H 0.859 -0.028 -0.522
H 1.741 1.315 -1.366
H 0.885 0.022 -2.231

Highest occupied orbital energy ... -0.1036 hartree
LUMO energy ... 4.08 eV
Total charge ... -1

These are the Mulliken partial charges, in e, on atoms 1 to 8: atom 1 (C): -0.724, atom 2 (C): 0.009, atom 3 (C): 0.265, atom 4 (C): -0.810, atom 5 (N): 0.459, atom 6 (O): -0.752, atom 7 (O): -0.661, atom 8 (H): 0.147


So which one wins? Going from most stable to least: ii, i.